(1)
# C63H161N7O21

A 14-piece molecular cluster, C63H161N7O21 overall in a non-equilibrium geometry (the ωB97M-V functional and the def2-TZVPD basis, the Open Molecules 2025 dataset).

Last column: Löwdin charge in e.
Cartesian coordinates (Å):
C: 8.271 4.855 4.212  -0.043
C: 6.941 4.566 3.467  -0.464
C: 7.257 4.203 2.062  -0.062
O: 6.344 3.461 4.151  -0.063
H: 8.903 4.028 4.048  0.059
H: 8.117 5.097 5.243  0.073
H: 8.842 5.593 3.661  0.076
H: 6.232 5.424 3.568  0.150
H: 6.440 3.866 1.545  0.041
H: 7.996 3.374 2.034  0.094
H: 7.721 5.052 1.549  0.092
H: 5.401 3.493 4.310  0.054
C: 1.305 -1.209 6.618  -0.049
C: 1.692 0.227 6.943  -0.477
C: 1.018 1.204 6.002  -0.054
O: 1.249 0.433 8.299  -0.055
H: 0.191 -1.224 6.726  0.098
H: 1.719 -1.909 7.353  0.074
H: 1.682 -1.745 5.717  0.076
H: 2.731 0.478 7.024  0.106
H: -0.014 0.931 5.786  0.080
H: 1.504 1.351 5.046  0.056
H: 1.051 2.224 6.439  0.068
H: 1.153 1.383 8.340  0.068
C: 3.820 -4.741 1.032  -0.042
C: 4.850 -3.654 0.585  -0.453
C: 5.636 -4.165 -0.644  -0.059
O: 4.102 -2.490 0.228  -0.091
H: 3.228 -4.440 1.877  0.056
H: 4.370 -5.677 1.260  0.082
H: 3.144 -4.968 0.172  0.077
H: 5.521 -3.336 1.426  0.137
H: 6.541 -3.585 -0.908  0.074
H: 5.019 -4.243 -1.536  0.069
H: 5.954 -5.226 -0.564  0.079
H: 4.749 -1.904 -0.176  0.029
C: 5.122 -0.211 5.575  -0.039
C: 6.611 0.057 5.118  -0.437
C: 7.474 -1.185 5.278  -0.061
O: 6.670 0.254 3.684  -0.104
H: 4.719 -1.020 4.957  0.073
H: 4.544 0.730 5.462  0.071
H: 5.045 -0.575 6.574  0.061
H: 6.969 0.932 5.600  0.116
H: 7.513 -1.634 6.262  0.073
H: 8.519 -0.929 5.071  0.075
H: 7.140 -1.853 4.450  0.091
H: 6.444 1.190 3.485  0.070
C: -3.580 -5.235 1.999  -0.053
C: -2.870 -6.437 2.599  -0.472
C: -3.491 -7.846 2.322  -0.049
O: -1.493 -6.411 2.208  -0.054
H: -4.655 -5.145 2.094  0.074
H: -3.329 -5.053 0.962  0.065
H: -3.170 -4.401 2.543  0.060
H: -2.840 -6.356 3.665  0.119
H: -4.493 -7.803 2.820  0.085
H: -2.845 -8.681 2.701  0.085
H: -3.509 -7.919 1.217  0.067
H: -1.402 -6.333 1.274  0.031
C: 8.539 0.065 0.559  -0.036
C: 7.130 0.226 -0.080  -0.471
C: 7.134 0.563 -1.516  -0.040
O: 6.398 -1.011 0.065  -0.093
H: 9.141 -0.603 -0.028  0.068
H: 8.431 -0.132 1.612  0.057
H: 9.163 1.033 0.487  0.108
H: 6.556 0.871 0.613  0.119
H: 6.173 0.560 -1.944  0.048
H: 7.884 -0.154 -2.012  0.124
H: 7.514 1.561 -1.623  0.079
H: 6.728 -1.390 0.873  0.073
C: -5.225 1.861 -2.520  -0.037
C: -5.844 0.672 -3.300  -0.450
C: -7.329 0.982 -3.577  -0.057
O: -5.164 0.425 -4.558  -0.063
H: -4.170 1.528 -2.407  0.065
H: -5.736 1.977 -1.593  0.052
H: -5.253 2.756 -3.184  0.091
H: -5.817 -0.217 -2.698  0.089
H: -7.410 1.839 -4.236  0.073
H: -7.910 1.196 -2.682  0.075
H: -7.820 0.122 -4.041  0.072
H: -5.250 -0.520 -4.747  0.088
C: 3.313 -1.166 -2.528  -0.098
O: 2.806 -0.009 -3.145  -0.193
C: 2.690 0.996 -2.195  -0.236
C: 1.927 2.204 -2.702  -0.220
N: 2.563 3.021 -3.704  -0.030
C: 1.768 4.213 -3.988  -0.227
C: 2.234 5.077 -5.104  -0.227
O: 2.013 4.271 -6.255  -0.175
C: 3.102 4.432 -7.157  -0.108
H: 2.582 -1.502 -1.790  0.082
H: 4.211 -0.864 -1.983  0.070
H: 3.540 -1.879 -3.301  0.088
H: 3.654 1.417 -1.835  0.130
H: 2.066 0.568 -1.334  0.140
H: 1.743 2.843 -1.888  0.096
H: 0.958 1.846 -3.140  0.112
H: 2.547 2.476 -4.524  0.087
H: 1.846 4.782 -3.063  0.120
H: 0.700 3.998 -4.162  0.107
H: 3.280 5.416 -5.021  0.126
H: 1.596 5.992 -5.109  0.131
H: 2.820 4.181 -8.186  0.090
H: 3.944 3.861 -6.995  0.060
H: 3.369 5.470 -7.243  0.079
C: 2.828 4.433 5.635  -0.116
O: 3.290 3.638 4.570  -0.212
C: 2.666 3.989 3.385  -0.253
C: 1.136 3.941 3.340  -0.191
N: 0.799 3.956 1.871  -0.031
C: -0.511 4.583 1.467  -0.202
C: -0.869 4.251 0.061  -0.284
O: -1.282 2.951 0.071  -0.185
C: -1.647 2.387 -1.205  -0.059
H: 3.445 4.160 6.486  0.088
H: 1.789 4.199 6.043  0.093
H: 2.890 5.513 5.432  0.099
H: 3.023 3.253 2.669  0.098
H: 2.946 5.007 3.049  0.131
H: 0.604 4.859 3.714  0.124
H: 0.738 3.137 4.052  0.114
H: 0.717 2.971 1.571  0.105
H: -0.403 5.667 1.492  0.116
H: -1.281 4.376 2.161  0.087
H: 0.039 4.467 -0.499  0.115
H: -1.641 5.022 -0.306  0.141
H: -2.657 2.681 -1.598  0.068
H: -1.712 1.311 -0.966  0.066
H: -0.890 2.629 -1.924  0.063
C: -3.107 5.980 -3.644  -0.078
O: -2.658 4.618 -3.798  -0.204
C: -2.962 4.028 -5.034  -0.226
C: -1.954 2.877 -5.278  -0.175
N: -2.134 1.745 -4.338  -0.011
C: -1.904 0.496 -5.040  -0.238
C: -0.459 0.257 -5.214  -0.262
O: -0.251 -0.889 -5.996  -0.203
C: 1.125 -1.143 -6.283  -0.089
H: -4.217 6.053 -3.780  0.102
H: -2.610 6.608 -4.412  0.089
H: -2.725 6.348 -2.732  0.060
H: -2.862 4.695 -5.896  0.122
H: -3.950 3.532 -5.076  0.119
H: -0.987 3.307 -5.126  0.081
H: -2.102 2.536 -6.318  0.126
H: -3.105 1.778 -4.129  0.041
H: -2.399 0.433 -6.032  0.133
H: -2.249 -0.346 -4.423  0.112
H: 0.097 0.197 -4.243  0.116
H: -0.074 1.130 -5.816  0.137
H: 1.482 -0.391 -7.010  0.094
H: 1.102 -2.055 -6.859  0.086
H: 1.735 -1.160 -5.400  0.061
C: -6.397 -5.677 -1.403  -0.079
O: -5.675 -4.487 -1.142  -0.202
C: -5.406 -3.733 -2.262  -0.253
C: -4.575 -2.541 -1.844  -0.162
N: -5.399 -1.711 -0.896  -0.031
C: -4.694 -0.841 0.084  -0.153
C: -4.705 -1.345 1.516  -0.224
O: -6.053 -1.259 1.944  -0.212
C: -6.335 -1.791 3.230  -0.094
H: -6.546 -6.075 -0.400  0.089
H: -5.799 -6.438 -1.978  0.083
H: -7.299 -5.374 -1.995  0.103
H: -6.351 -3.404 -2.700  0.129
H: -4.805 -4.279 -2.955  0.088
H: -4.146 -1.946 -2.629  0.100
H: -3.707 -2.895 -1.300  0.091
H: -5.943 -2.402 -0.374  0.094
H: -5.118 0.173 0.087  0.101
H: -3.671 -0.765 -0.220  0.093
H: -3.994 -0.785 2.089  0.073
H: -4.451 -2.361 1.698  0.095
H: -5.900 -2.831 3.264  0.089
H: -7.454 -1.704 3.287  0.103
H: -5.829 -1.152 4.010  0.095
C: -2.966 -5.730 -4.583  -0.084
O: -3.427 -5.991 -3.285  -0.230
C: -3.061 -7.173 -2.657  -0.230
C: -1.620 -7.225 -2.146  -0.220
N: -1.305 -6.055 -1.386  -0.041
C: 0.116 -5.742 -1.150  -0.189
C: 0.733 -5.000 -2.317  -0.179
O: -0.031 -3.744 -2.527  -0.237
C: 0.237 -3.227 -3.854  -0.092
H: -3.775 -5.093 -5.005  0.101
H: -2.932 -6.688 -5.166  0.103
H: -1.979 -5.274 -4.658  0.072
H: -3.212 -8.032 -3.312  0.125
H: -3.688 -7.189 -1.761  0.113
H: -1.015 -7.363 -3.046  0.107
H: -1.532 -8.150 -1.510  0.136
H: -1.797 -5.285 -1.752  0.079
H: 0.690 -6.613 -0.905  0.107
H: 0.284 -5.114 -0.153  0.145
H: 0.715 -5.543 -3.312  0.123
H: 1.793 -4.743 -2.209  0.110
H: -0.377 -2.349 -4.023  0.064
H: 0.093 -4.037 -4.602  0.087
H: 1.310 -2.924 -3.921  0.083
C: 3.941 0.679 1.853  -0.100
O: 2.686 0.038 1.638  -0.177
C: 2.445 -0.971 2.595  -0.266
C: 1.359 -1.891 2.161  -0.213
N: 0.147 -1.079 2.104  -0.022
C: -1.126 -1.851 1.864  -0.153
C: -1.174 -2.227 0.438  -0.227
O: -1.224 -0.975 -0.222  -0.222
C: -0.984 -0.960 -1.647  -0.064
H: 4.136 0.933 2.925  0.077
H: 3.864 1.628 1.237  0.103
H: 4.840 0.089 1.537  0.069
H: 2.159 -0.549 3.605  0.118
H: 3.334 -1.568 2.822  0.111
H: 1.229 -2.689 2.872  0.112
H: 1.719 -2.321 1.143  0.132
H: 0.223 -0.272 1.576  0.066
H: -1.975 -1.343 2.117  0.051
H: -0.967 -2.761 2.525  0.140
H: -2.111 -2.796 0.116  0.123
H: -0.283 -2.771 0.104  0.104
H: -1.394 -1.870 -2.089  0.066
H: 0.137 -0.942 -1.850  0.108
H: -1.473 -0.061 -1.974  0.047
C: -7.732 5.467 1.251  -0.131
O: -6.429 5.043 1.361  -0.195
C: -5.867 4.565 0.206  -0.264
C: -4.468 4.037 0.423  -0.182
N: -4.365 2.618 0.807  -0.021
C: -4.998 2.278 2.088  -0.175
C: -4.310 2.964 3.269  -0.174
O: -2.889 2.769 3.264  -0.221
C: -2.366 1.484 3.344  -0.112
H: -8.321 4.555 1.101  0.083
H: -7.964 6.165 0.333  0.126
H: -8.063 5.816 2.215  0.081
H: -5.956 5.305 -0.642  0.139
H: -6.477 3.742 -0.118  0.103
H: -4.051 4.765 1.159  0.128
H: -3.950 4.095 -0.511  0.087
H: -3.402 2.327 0.864  0.078
H: -4.776 1.223 2.216  0.074
H: -6.081 2.369 1.990  0.127
H: -4.740 2.654 4.229  0.121
H: -4.311 4.059 3.222  0.116
H: -2.524 1.082 4.411  0.120
H: -1.353 1.514 2.953  0.080
H: -2.872 0.807 2.629  0.053

The charge is 0. The value obtained for the orbital gap is 8.657 eV. Its energy relative to the best compared isomer or geometry (same formula, charge and spin) is 317.7 kJ/mol. Its LUMO energy is 0.6 eV.

(2)
# C25H49N2O5P

A 3-piece molecular cluster, C25H49N2O5P overall in a non-equilibrium geometry (the ωB97M-V functional and the def2-TZVPD basis, the Open Molecules 2025 dataset).

Last column: Löwdin charge in e.
Cartesian coordinates (Å):
C: -0.223 -5.453 0.194  0.022
C: -0.643 -6.872 -0.063  -0.146
O: 0.261 -8.026 -0.185  -0.045
C: 1.149 -7.923 -1.353  -0.342
O: 1.111 -6.985 -2.304  -0.024
O: 2.162 -9.009 -1.529  -0.290
P: 3.771 -8.345 -1.661  0.961
C: 4.739 -9.122 -3.117  -0.406
C: 4.855 -7.933 -4.285  -0.209
C: 4.714 -8.532 -0.006  -0.405
C: 4.191 -7.276 0.964  -0.191
H: 0.078 -5.034 1.259  0.092
H: -0.160 -4.760 -0.776  0.076
H: -1.816 -7.068 -0.120  0.142
H: 4.125 -9.986 -3.613  0.080
H: 5.829 -9.477 -2.851  0.085
H: 5.626 -8.194 -5.128  0.072
H: 3.785 -7.738 -4.761  0.084
H: 5.148 -6.932 -3.719  0.067
H: 4.536 -9.557 0.537  0.080
H: 5.873 -8.349 -0.154  0.089
H: 5.076 -6.542 1.186  0.072
H: 3.710 -7.709 1.950  0.079
H: 3.376 -6.659 0.350  0.057
C: -2.183 1.201 -0.132  -0.038
C: -0.879 0.396 0.126  -0.466
C: 0.348 1.230 -0.330  -0.131
C: 0.506 1.297 -1.847  -0.185
C: 0.505 -0.100 -2.460  -0.137
C: -0.720 -0.956 -2.040  -0.474
N: -0.962 -0.939 -0.558  -0.021
O: -0.002 -1.779 0.037  -0.041
C: -1.986 -0.460 -2.787  -0.045
C: -0.519 -2.403 -2.602  -0.053
C: -0.834 0.274 1.685  -0.039
H: -2.196 1.713 -1.094  0.060
H: -3.067 0.556 -0.067  0.091
H: -2.316 1.996 0.613  0.072
H: 1.267 0.802 0.092  0.124
H: 0.280 2.251 0.066  0.115
H: -0.288 1.908 -2.288  0.103
H: 1.448 1.800 -2.092  0.115
H: 0.546 -0.010 -3.553  0.124
H: 1.433 -0.607 -2.163  0.123
H: -2.890 -0.946 -2.400  0.092
H: -1.931 -0.695 -3.858  0.085
H: -2.130 0.618 -2.742  0.056
H: 0.410 -2.869 -2.253  0.070
H: -0.460 -2.395 -3.697  0.085
H: -1.356 -3.055 -2.323  0.084
H: -1.681 -0.312 2.060  0.089
H: -0.882 1.263 2.159  0.057
H: 0.092 -0.188 2.048  0.077
C: -1.547 8.363 1.416  -0.045
C: -2.067 6.959 1.000  -0.474
C: -3.458 6.707 1.640  -0.137
C: -3.392 6.410 3.135  -0.187
C: -2.416 5.274 3.426  -0.136
C: -1.007 5.503 2.816  -0.472
N: -1.056 5.912 1.372  -0.020
O: -1.344 4.760 0.616  -0.040
C: -0.246 6.574 3.642  -0.044
C: -0.160 4.207 3.048  -0.039
C: -2.258 7.091 -0.548  -0.048
H: -1.716 8.596 2.467  0.058
H: -0.477 8.469 1.202  0.093
H: -2.060 9.160 0.863  0.084
H: -3.949 5.859 1.142  0.123
H: -4.112 7.573 1.478  0.125
H: -3.109 7.308 3.693  0.102
H: -4.390 6.131 3.494  0.115
H: -2.340 5.139 4.512  0.125
H: -2.845 4.342 3.034  0.122
H: 0.689 6.863 3.148  0.093
H: 0.021 6.191 4.635  0.086
H: -0.826 7.475 3.834  0.056
H: -0.623 3.314 2.614  0.047
H: -0.045 3.998 4.119  0.087
H: 0.847 4.312 2.625  0.092
H: -1.300 7.267 -1.051  0.088
H: -2.918 7.932 -0.793  0.083
H: -2.724 6.204 -0.994  0.074

As for the spin multiplicity: 3. The charge is 0. The value obtained for the orbital gap (spin up / spin down) is 7.798 / 7.430 eV. Its LUMO energy (spin up / spin down) is -0.1 / -0.5 eV.

(3)
# C2H10N2O

A 2-piece molecular cluster, C2H10N2O overall in a non-equilibrium geometry (the ωB97M-V functional and the def2-TZVPD basis, the Open Molecules 2025 dataset).

Last column: natural (NBO) charge in e.
Cartesian coordinates (Å):
N: -0.895 -0.108 -0.933  -0.485
C: -0.917 -0.522 0.429  -0.288
C: 0.481 -0.441 1.046  -0.253
N: 0.510 0.284 2.320  -0.660
H: -1.494 -0.656 -1.545  0.413
H: 0.036 -0.094 -1.314  0.376
H: -1.410 -1.481 0.583  0.287
H: -1.461 0.177 1.116  0.291
H: 0.688 -1.542 1.315  0.264
H: 1.288 -0.114 0.379  0.225
H: 1.357 0.012 2.810  0.410
H: 0.256 1.268 2.233  0.402
H: 1.049 0.712 -2.265  0.448
H: -0.191 1.426 -3.104  0.493
O: 0.704 1.079 -3.073  -0.923

As for the spin multiplicity: 2. The charge is +1. The value obtained for the orbital gap (spin up / spin down) is 12.176 / 4.954 eV. Its energy relative to the best compared isomer or geometry (same formula, charge and spin) is 154.5 kJ/mol. Its LUMO energy (spin up / spin down) is -3.3 / -9.2 eV.

(4)
# C5H10N2

One molecule with the formula C5H10N2 in a non-equilibrium geometry (the ωB97M-V functional and the def2-TZVPD basis, the Open Molecules 2025 dataset).

Last column: natural (NBO) charge in e.
Cartesian coordinates (Å):
C: 0.565 0.737 1.189  -0.625
C: 1.531 0.107 -1.062  -0.631
C: 0.468 -0.167 -0.022  0.111
N: -2.101 0.797 -0.283  -0.648
C: -1.188 -1.414 -0.107  -0.007
C: 0.104 -1.590 0.240  -0.326
N: -1.097 -0.114 -0.588  -0.273
H: -1.975 1.641 -0.830  0.358
H: -2.157 1.035 0.708  0.330
H: -2.096 -1.994 -0.070  0.203
H: 0.727 -2.455 0.362  0.213
H: -0.206 0.497 1.921  0.213
H: 1.536 0.601 1.668  0.220
H: 1.288 0.996 -1.644  0.221
H: 0.474 1.786 0.901  0.206
H: 2.514 0.256 -0.617  0.213
H: 1.613 -0.720 -1.767  0.221

As for the structure (SMILES): CC1(C)C=CN1N. The charge is 0. The value obtained for the orbital gap is 8.936 eV. Its energy relative to the best compared isomer or geometry (same formula, charge and spin) is 248.5 kJ/mol. Its LUMO energy is 1.0 eV.

(5)
# C10H9N2OP

One molecule with the formula C10H9N2OP in a non-equilibrium geometry (the ωB97M-V functional and the def2-TZVPD basis, the Open Molecules 2025 dataset).

Last column: natural (NBO) charge in e.
Cartesian coordinates (Å):
C: -1.389 2.742 -0.550  0.258
C: -1.337 0.638 2.065  0.283
C: 2.833 -1.544 0.152  -0.188
C: 2.494 -0.369 0.755  -0.204
C: 1.881 -2.337 -0.529  -0.207
C: 1.254 0.176 0.495  -0.197
C: 0.684 -1.755 -0.853  -0.194
C: 0.404 -0.498 -0.266  -0.447
C: -1.300 1.717 -1.650  -0.800
C: -2.246 0.328 1.048  -0.784
N: -1.267 3.423 0.351  -0.299
N: -0.575 0.911 2.857  -0.325
O: -1.994 -1.062 -1.424  -1.080
P: -1.285 0.003 -0.716  1.893
H: 3.825 -1.894 0.459  0.219
H: 3.271 0.238 1.253  0.224
H: 2.105 -3.409 -0.849  0.228
H: 1.020 1.075 1.149  0.262
H: -0.091 -2.306 -1.429  0.262
H: -0.407 1.711 -2.192  0.271
H: -2.226 1.653 -2.286  0.288
H: -2.821 1.134 0.941  0.256
H: -2.834 -0.574 1.218  0.281

As for the structure (SMILES): N#CCP(=O)(CC#N)c1ccccc1. The charge is 0. The value obtained for the orbital gap is 10.505 eV. Its energy relative to the best compared isomer or geometry (same formula, charge and spin) is 0.0 kJ/mol. Its LUMO energy is 0.5 eV.